Entry 1:
Formula: C39H26BClF4GdN6OSe
Source: the OMol25 dataset
Level of theory: ωB97M-V/def2-TZVPD

Calculated values
- Kohn-Sham gap (spin up / spin down): 5.67 / 4.25 eV
- Lowest unoccupied orbital energy (spin up / spin down): 1.44 / 0.23 eV
- 2S+1: 8
- Charge: -1
- E_tot: -5957.6330 hartree
- <S²>: 16.05

Geometry (Å):
Gd (11.8704, 11.0905, 13.9252)
Cl (11.1833, 10.9053, 6.4831)
C (11.1388, 10.5364, 8.1416)
C (9.9101, 10.4093, 8.7873)
C (9.8581, 10.2188, 10.1457)
C (11.0451, 10.1079, 10.9219)
O (10.9665, 10.0562, 12.2148)
C (12.3318, 10.2309, 10.2204)
C (13.5852, 10.2598, 10.9496)
N (13.7273, 10.5652, 12.2467)
C (15.0395, 10.6233, 12.7112)
C (16.1859, 10.9778, 11.9688)
C (17.4410, 11.0459, 12.5609)
C (17.6145, 10.8704, 13.9166)
C (16.5035, 10.5970, 14.7356)
C (16.5499, 10.5911, 16.1447)
C (15.4660, 10.1722, 16.8832)
C (14.2968, 9.8953, 16.1881)
N (14.1010, 10.1368, 14.8854)
C (15.2050, 10.4064, 14.1289)
C (12.3625, 10.4440, 8.8192)
H (9.0156, 10.4365, 8.1623)
H (8.8827, 10.1637, 10.6442)
H (14.4991, 10.0326, 10.4282)
H (16.0403, 11.1648, 10.9391)
H (18.2876, 11.2619, 11.9134)
H (18.5736, 10.9960, 14.3803)
H (17.4852, 10.8324, 16.6459)
H (15.4972, 10.0606, 17.9663)
H (13.4178, 9.5334, 16.7001)
H (13.2716, 10.4796, 8.2099)
C (10.9171, 6.8357, 15.8251)
C (11.1758, 7.7887, 14.8532)
N (10.8333, 9.0885, 14.9720)
C (9.9957, 9.4423, 16.0359)
C (9.7013, 8.5209, 17.0816)
C (10.2516, 7.2112, 16.9787)
C (9.0014, 9.0194, 18.2579)
C (8.6261, 10.3275, 18.3135)
C (8.9508, 11.2178, 17.2825)
C (9.4912, 10.7715, 16.0347)
N (9.7093, 11.4959, 14.8866)
C (8.9249, 12.5356, 14.5469)
C (7.6983, 12.9049, 15.1341)
C (6.9216, 13.9937, 14.7064)
C (7.3205, 14.7523, 13.6197)
C (8.5198, 14.3643, 12.9274)
C (8.8428, 14.9418, 11.6750)
C (10.0158, 14.5272, 11.0538)
C (10.8852, 13.6874, 11.7383)
N (10.5633, 13.0484, 12.8558)
C (9.3449, 13.3110, 13.4109)
H (11.2419, 5.7906, 15.7534)
H (11.7007, 7.5510, 13.9137)
H (10.1692, 6.4930, 17.7976)
H (8.7747, 8.3247, 19.0528)
H (8.1594, 10.7148, 19.2052)
H (8.8101, 12.2763, 17.4206)
H (7.3748, 12.2651, 15.9630)
H (6.0317, 14.2807, 15.2721)
H (6.7852, 15.6362, 13.2856)
H (8.1799, 15.6168, 11.1358)
H (10.2952, 14.9771, 10.0808)
H (11.8664, 13.4441, 11.3257)
Se (14.1589, 13.7928, 13.4095)
C (13.1611, 15.4235, 13.3978)
C (12.4039, 15.7247, 14.5296)
C (11.5212, 16.7859, 14.4844)
N (11.3754, 17.5730, 13.4097)
C (12.2164, 17.3714, 12.3857)
C (13.1071, 16.3207, 12.3391)
H (12.4238, 15.0859, 15.3992)
H (10.8645, 17.0358, 15.3228)
H (12.1516, 18.0909, 11.5665)
H (13.7125, 16.1272, 11.4619)
F (12.4159, 12.3813, 15.8153)
B (12.3448, 12.3063, 17.2921)
F (13.5753, 12.7351, 17.7961)
F (12.0678, 11.0027, 17.7007)
F (11.3053, 13.1387, 17.6688)

Atoms 1-6, force components in eV/Å:
0.4 1.4 0.1
-0.1 0.1 -1.4
1.3 -0.1 1.2
0.1 -0.1 -0.2
-0.2 -0.4 0.1
0.7 1.2 0.0

Here are the Löwdin charges for atoms 1 to 2, given in e: 1.5462, 0.6569



Entry 2:
Formula: C5H31NO12
Source: the OMol25 dataset
Level of theory: ωB97M-V/def2-TZVPD

Calculated values
- Kohn-Sham gap: 9.41 eV
- Lowest unoccupied orbital energy: 0.28 eV
- E_tot: -1166.6453 hartree
- SMILES string: C=CC[C@@H](N)C=O.O.O.O.O.O.O.O.O.O.O.O

Geometry (Å):
O (-0.4667, -3.4617, 1.5259)
C (-0.5631, -3.7349, 0.3632)
C (0.1794, -2.7822, -0.8199)
C (-0.3126, -3.0844, -2.2160)
C (0.6012, -2.4085, -3.1385)
C (0.2841, -1.2574, -3.7719)
N (-0.0506, -1.4666, -0.3133)
H (-0.9632, -4.6302, -0.0913)
H (1.2722, -3.1008, -0.6585)
H (-1.3430, -2.5600, -2.5639)
H (-0.3796, -4.1357, -2.2847)
H (1.6667, -2.7730, -3.2506)
H (1.0644, -0.8808, -4.3605)
H (-0.7313, -0.8198, -3.8478)
H (0.2600, -0.8070, -0.9251)
H (0.1987, -1.3210, 0.6582)
H (3.0910, -0.1903, 0.6094)
H (3.3332, 1.2658, 0.6278)
O (3.1712, 0.5501, 1.2272)
H (-2.3123, -0.0809, 2.5763)
H (-1.6922, -1.4201, 2.2262)
O (-2.5761, -0.9665, 2.5031)
H (0.8724, 3.5016, 2.2982)
H (-0.6077, 3.9203, 2.9143)
O (0.2315, 3.3775, 2.9947)
H (-2.8494, 0.2123, 0.7199)
H (-2.8580, 0.0715, -0.6416)
O (-2.7246, 0.7915, -0.0600)
H (-1.6867, 1.3107, -3.6753)
H (-1.9567, 1.9117, -2.2776)
O (-1.4137, 2.0205, -3.0259)
H (-0.7081, 1.3472, 0.6476)
H (0.6107, 1.8036, 0.9155)
O (-0.1832, 2.0985, 0.4441)
H (-1.2305, 4.9688, 1.1698)
H (-1.2280, 3.4417, 0.8660)
O (-1.7389, 4.1654, 1.3300)
H (0.0205, 0.1219, 3.1908)
H (-0.3029, 1.5840, 2.8961)
O (-0.5536, 0.7143, 2.6368)
H (0.4810, 2.7073, -1.0876)
H (0.2744, 2.3405, -2.4360)
O (0.9862, 2.4680, -1.8827)
H (2.6382, 1.1375, -1.7719)
H (4.0083, 0.3939, -1.8885)
O (3.1882, 0.4411, -1.3690)
H (1.9191, -1.5290, 2.6759)
H (1.1412, -2.3847, 1.6409)
O (1.6890, -1.5698, 1.7786)

Atoms 1-6, force components in eV/Å:
-0.5 -0.3 0.0
2.3 1.8 -2.6
-0.7 -1.4 4.1
-2.1 2.4 -0.3
1.3 1.1 -1.5
-0.5 -1.9 0.6

Here are the natural (NBO) charges for atoms 1 to 2, given in e: -0.5603, 0.4915



Entry 3:
Formula: C38H31F9O24S2
Source: the OMol25 dataset
Level of theory: ωB97M-V/def2-TZVPD

Calculated values
- Kohn-Sham gap: 7.71 eV
- Lowest unoccupied orbital energy: -1.92 eV
- E_tot: -4967.3479 hartree
- SMILES string: O=S1(=O)OC[C@@H](CCCCC(F)(F)C(F)(F)S(F)(F)(F)(F)F)O1.O=C1C=C(O)C(=O)C=C1O.O=C1C=C(O)C(=O)C=C1O.O=C1C=C(O)C(=O)C=C1O.O=C1C=C(O)C(=O)C=C1O.O=C1C=C(O)C(=O)C=C1O

Geometry (Å):
O (-5.6613, -3.8226, -2.2344)
S (-5.8184, -5.2807, -2.5023)
O (-6.5996, -5.6652, -3.7098)
O (-6.7473, -5.8118, -1.1952)
C (-5.7794, -6.5079, -0.3537)
C (-4.2707, -6.0934, -0.7582)
C (-3.2817, -7.2127, -0.1940)
C (-3.3008, -7.3042, 1.4186)
C (-1.9198, -6.7004, 1.9942)
C (-2.0241, -5.1242, 2.3080)
C (-0.6103, -4.3747, 2.0762)
F (0.3765, -5.3283, 2.3582)
F (-0.6259, -3.2967, 3.0021)
C (-0.6275, -3.8519, 0.5728)
F (-1.4467, -2.7011, 0.5723)
F (-1.2637, -4.7349, -0.3214)
S (1.0329, -3.3410, -0.1406)
F (0.4944, -1.7574, -0.2904)
F (0.3911, -3.6034, -1.6723)
F (1.6068, -4.8919, -0.1882)
F (1.7018, -3.0105, 1.3283)
F (2.4606, -2.8544, -0.8374)
O (-4.3521, -6.0247, -2.2302)
H (-5.7910, -7.6524, -0.4127)
H (-6.0199, -6.2177, 0.7246)
H (-4.0585, -5.0087, -0.4882)
H (-2.2329, -7.0703, -0.6142)
H (-3.6259, -8.2348, -0.5801)
H (-3.2884, -8.4235, 1.6594)
H (-4.1882, -6.7680, 1.8820)
H (-1.1276, -6.9411, 1.2173)
H (-1.6335, -7.1946, 2.9847)
H (-2.8210, -4.6573, 1.6326)
H (-2.3498, -4.9131, 3.3787)
C (2.9164, 3.4290, 1.1261)
C (1.8683, 3.7981, 0.3874)
C (0.8115, 2.8225, -0.0076)
O (-0.1413, 3.2016, -0.6673)
C (0.9696, 1.4288, 0.4172)
C (2.0202, 1.0588, 1.1534)
C (3.0621, 2.0408, 1.5709)
O (3.9972, 1.6686, 2.2584)
O (2.1842, -0.2279, 1.5536)
O (1.7177, 5.0784, -0.0357)
H (3.6880, 4.1280, 1.4206)
H (0.2061, 0.7274, 0.1098)
H (3.0128, -0.2348, 2.0699)
H (0.8854, 5.0864, -0.5464)
C (0.5989, 8.4158, -0.4297)
C (0.9598, 9.3873, -1.2702)
C (-0.0397, 10.0712, -2.1419)
O (0.3234, 10.9670, -2.8835)
C (-1.4339, 9.6237, -2.0702)
C (-1.7911, 8.6483, -1.2304)
C (-0.7973, 7.9864, -0.3403)
O (-1.1640, 7.1129, 0.4255)
O (-3.0705, 8.2159, -1.1505)
O (2.2508, 9.7947, -1.3672)
H (1.3125, 7.9127, 0.2095)
H (-2.1459, 10.1139, -2.7202)
H (-3.0624, 7.5114, -0.4753)
H (2.2492, 10.5039, -2.0382)
C (0.6938, -10.0756, 0.7548)
C (1.5195, -10.9141, 1.3854)
C (2.9708, -10.6066, 1.5422)
O (3.6882, -11.3874, 2.1402)
C (3.4767, -9.3622, 0.9568)
C (2.6518, -8.5254, 0.3230)
C (1.1954, -8.8203, 0.1905)
O (0.4688, -8.0227, -0.3788)
O (3.1034, -7.3709, -0.2265)
O (1.0729, -12.0813, 1.9116)
H (-0.3607, -10.2860, 0.6367)
H (4.5338, -9.1591, 1.0618)
H (2.3178, -6.9473, -0.6215)
H (1.8578, -12.5025, 2.3117)
C (7.1612, 5.3280, 2.4202)
C (8.2368, 5.8728, 2.9933)
C (8.5154, 7.3347, 2.8937)
O (9.4968, 7.7979, 3.4458)
C (7.5840, 8.1607, 2.1202)
C (6.5104, 7.6153, 1.5443)
C (6.2180, 6.1583, 1.6674)
O (5.2178, 5.6999, 1.1428)
O (5.6395, 8.3651, 0.8226)
O (9.1220, 5.1194, 3.6920)
H (6.9465, 4.2696, 2.4869)
H (7.8064, 9.2161, 2.0406)
H (4.9532, 7.7427, 0.5143)
H (9.8041, 5.7439, 4.0046)
C (-5.1923, 3.1312, -3.2371)
C (-4.1333, 3.7128, -2.6684)
C (-3.9038, 5.1833, -2.7746)
O (-2.9371, 5.6815, -2.2268)
C (-4.8632, 5.9754, -3.5486)
C (-5.9196, 5.3928, -4.1197)
C (-6.1644, 3.9274, -3.9909)
O (-7.1498, 3.4358, -4.5113)
O (-6.8166, 6.1102, -4.8419)
O (-3.2222, 2.9896, -1.9692)
H (-5.3720, 2.0669, -3.1662)
H (-4.6755, 7.0374, -3.6324)
H (-7.4818, 5.4631, -5.1450)
H (-2.5566, 3.6345, -1.6586)

Atoms 1-6, force components in eV/Å:
0.3 -3.7 -0.8
-3.1 3.4 -1.2
3.1 0.3 3.0
3.3 -1.1 -1.0
0.8 -0.2 1.7
-1.0 0.0 0.9

Here are the Löwdin charges for atoms 1 to 2, given in e: -0.2802, 0.7763



Entry 4:
Formula: C33H30N4Pd
Source: the OMol25 dataset
Level of theory: ωB97M-V/def2-TZVPD

Calculated values
- Kohn-Sham gap (spin up / spin down): 7.19 / 4.58 eV
- Lowest unoccupied orbital energy (spin up / spin down): -6.03 / -9.03 eV
- 2S+1: 5
- Charge: +2
- E_tot: -1621.7763 hartree
- <S²>: 6.06

Geometry (Å):
Pd (0.4254, 1.3842, 1.6600)
C (-0.6572, -1.4048, 5.1152)
C (0.5320, -2.0692, 5.3441)
C (1.6603, -1.6739, 4.6460)
C (1.5633, -0.6205, 3.7263)
N (0.3795, 0.0096, 3.4990)
C (-0.6856, -0.3677, 4.1722)
C (2.6851, -0.1163, 2.9844)
C (4.0055, -0.5941, 3.1746)
C (5.0275, -0.0011, 2.5020)
C (4.7794, 1.0879, 1.6038)
C (3.5021, 1.5579, 1.3882)
C (2.4257, 0.9610, 2.0346)
H (-1.5598, -1.6715, 5.6494)
H (0.5845, -2.8814, 6.0577)
H (2.6002, -2.1777, 4.8128)
H (-1.6047, 0.1637, 3.9623)
H (4.2228, -1.3978, 3.8634)
H (6.0420, -0.3434, 2.6587)
H (5.6137, 1.5367, 1.0766)
H (3.3412, 2.3728, 0.6965)
C (-0.7662, -2.6368, -3.8436)
C (-1.7040, -1.4845, -4.1005)
C (-2.3225, -1.3152, -5.3328)
C (-3.1779, -0.2499, -5.5800)
C (-3.4544, 0.6571, -4.5742)
C (-2.8617, 0.5036, -3.3282)
C (-1.9716, -0.5430, -3.1075)
N (-1.3359, -0.7231, -1.8352)
C (-0.8610, 0.2195, -1.0014)
N (-0.6628, 1.4678, -1.6140)
C (-0.3739, 2.6586, -1.0774)
C (-0.3255, 2.8565, 0.3411)
C (-0.2370, 4.1539, 0.8032)
C (-0.0665, 5.2096, -0.0946)
C (-0.0308, 4.9875, -1.4941)
C (-0.1837, 3.7443, -2.0173)
C (-0.2141, 3.5066, -3.5006)
N (-0.5436, 0.0055, 0.2219)
C (-0.8208, -1.2681, 0.8077)
C (-2.0944, -1.5049, 1.3151)
C (-2.3790, -2.6959, 1.9640)
C (-1.3822, -3.6512, 2.1110)
C (-0.1161, -3.4093, 1.6002)
C (0.1911, -2.2208, 0.9365)
C (1.5674, -1.9928, 0.3641)
H (-0.6548, -3.2474, -4.7369)
H (-1.1362, -3.2966, -3.0517)
H (0.2267, -2.2856, -3.5517)
H (-2.1241, -2.0353, -6.1180)
H (-3.6416, -0.1416, -6.5513)
H (-4.1547, 1.4650, -4.7430)
H (-3.1401, 1.1647, -2.5149)
H (-1.2487, -1.6699, -1.4933)
H (-0.7696, 1.4534, -2.6233)
H (-0.2481, 4.3604, 1.8644)
H (0.0822, 6.2142, 0.2841)
H (0.1036, 5.8281, -2.1641)
H (0.0118, 4.4252, -4.0366)
H (-1.2008, 3.1707, -3.8377)
H (0.5233, 2.7579, -3.8037)
H (-2.8561, -0.7416, 1.1950)
H (-3.3745, -2.8791, 2.3493)
H (-1.5937, -4.5860, 2.6155)
H (0.6579, -4.1623, 1.7050)
H (2.3200, -2.5431, 0.9302)
H (1.8341, -0.9362, 0.3611)
H (1.6278, -2.3441, -0.6696)

Atoms 1-6, force components in eV/Å:
-0.6 0.0 0.0
0.0 0.0 0.0
0.0 0.0 0.0
0.0 0.1 -0.1
-0.1 -0.1 0.2
0.2 0.0 -0.1

Here are the Löwdin charges for atoms 1 to 2, given in e: 0.9319, 0.0119



Entry 5:
Formula: C42H57N2NiOP2
Source: the OMol25 dataset
Level of theory: ωB97M-V/def2-TZVPD

Calculated values
- Kohn-Sham gap (spin up / spin down): 8.36 / 8.03 eV
- Lowest unoccupied orbital energy (spin up / spin down): -1.61 / -2.59 eV
- 2S+1: 3
- Charge: +1
- E_tot: -4010.1635 hartree
- <S²>: 2.01

Geometry (Å):
Ni (0.2459, -1.2458, -0.2310)
C (-0.2346, 0.8515, 3.0296)
C (-0.9642, -0.2382, 3.7641)
C (-1.5149, 0.1919, 4.9749)
C (-2.3787, -0.6578, 5.6831)
C (-2.5875, -1.9667, 5.2158)
C (-1.8996, -2.3806, 4.0752)
C (-1.1398, -1.5425, 3.3234)
P (-0.2298, -2.1475, 1.8290)
C (-0.6374, -3.9094, 1.7482)
C (0.4664, -4.8431, 1.7988)
C (0.2161, -6.2482, 1.8204)
C (-1.1051, -6.6402, 1.8017)
C (-2.1079, -5.7985, 1.5931)
C (-1.9284, -4.4059, 1.5361)
C (-2.9937, -3.4193, 1.2588)
C (1.4814, -2.1160, 2.4633)
C (1.6877, -2.2453, 3.8048)
C (2.9080, -1.7892, 4.2978)
C (3.9489, -1.2992, 3.4624)
C (3.7138, -1.3730, 2.1309)
C (2.4528, -1.6962, 1.5218)
C (2.1504, -1.7683, 0.1233)
H (0.0527, 1.7092, 3.7017)
H (-0.8299, 1.2601, 2.2043)
H (0.6530, 0.4683, 2.5472)
H (-1.2941, 1.2810, 5.2542)
H (-2.8692, -0.3013, 6.6056)
H (-3.1966, -2.6489, 5.8018)
H (-2.0245, -3.3738, 3.7749)
H (1.4558, -4.5850, 2.0559)
H (0.9885, -6.9426, 1.9475)
H (-1.4122, -7.6420, 2.0305)
H (-3.1113, -6.1727, 1.6804)
H (-3.7879, -3.7124, 0.5834)
H (-2.6594, -2.5987, 0.6121)
H (-3.4025, -2.9823, 2.1256)
H (0.9272, -2.6405, 4.5180)
H (3.1343, -1.7323, 5.3820)
H (4.8184, -0.8705, 3.9897)
H (4.5005, -1.0346, 1.4074)
H (2.1907, -2.7838, -0.3584)
H (2.8472, -1.0639, -0.4469)
N (-0.7618, -4.0001, -1.2699)
C (-1.5693, -4.6014, -2.1140)
C (-2.1809, -3.6111, -2.8682)
C (-1.5951, -2.4108, -2.4305)
N (-0.8250, -2.7069, -1.4029)
H (-0.2234, -4.4888, -0.5794)
H (-1.8512, -5.6811, -2.0734)
H (-2.9388, -3.5912, -3.5946)
H (-1.7225, -1.4153, -2.6535)
O (-0.1097, 0.4793, -1.2670)
P (0.0755, 1.8886, -1.7653)
C (0.2851, 1.6681, -3.5755)
C (0.5455, 2.9724, -4.4194)
C (2.0025, 3.2583, -4.6925)
C (2.7650, 2.0507, -5.2070)
C (2.6083, 0.8382, -4.2728)
C (1.0868, 0.4758, -4.0853)
C (-1.3439, 3.0365, -1.4928)
C (-2.5541, 2.9157, -2.4648)
C (-3.2610, 1.6259, -2.2662)
C (-3.7881, 1.3477, -0.8978)
C (-2.6865, 1.5784, 0.1537)
C (-1.8742, 2.8675, 0.0085)
C (1.5442, 2.6822, -1.0377)
C (1.8723, 2.2719, 0.4380)
C (3.0398, 3.1481, 0.8415)
C (2.4955, 4.6062, 1.0310)
C (1.4650, 4.8771, -0.0435)
C (1.7256, 4.1438, -1.3052)
H (-0.7561, 1.4413, -3.7871)
H (0.0969, 3.8314, -3.9164)
H (0.1068, 2.8453, -5.4223)
H (2.5365, 3.7404, -3.8454)
H (2.0509, 4.1370, -5.4152)
H (3.8140, 2.3800, -5.2944)
H (2.3561, 1.7930, -6.2226)
H (3.1567, 0.9790, -3.3345)
H (3.0750, 0.0235, -4.8308)
H (1.0808, -0.3386, -3.3220)
H (0.6638, 0.1787, -5.0144)
H (-0.9512, 4.0460, -1.5399)
H (-2.2933, 2.9885, -3.4746)
H (-3.1258, 3.8474, -2.2863)
H (-2.5616, 0.7934, -2.5638)
H (-4.0142, 1.6074, -3.0880)
H (-4.1044, 0.3669, -0.8182)
H (-4.6781, 2.0067, -0.6985)
H (-1.9471, 0.7885, 0.0515)
H (-3.0090, 1.5506, 1.2073)
H (-1.1219, 2.9045, 0.8227)
H (-2.4971, 3.7143, 0.3006)
H (2.3778, 2.1656, -1.6116)
H (2.0697, 1.1760, 0.5254)
H (1.0130, 2.4779, 1.0449)
H (3.8172, 3.0890, 0.1330)
H (3.4205, 2.7933, 1.7904)
H (3.2177, 5.4051, 1.0629)
H (1.9399, 4.5688, 1.9962)
H (1.3964, 5.9603, -0.2046)
H (0.4219, 4.7152, 0.2240)
H (2.7427, 4.3759, -1.6130)
H (0.9500, 4.4764, -1.9909)

Atoms 1-6, force components in eV/Å:
-0.6 0.3 -0.6
0.4 0.5 -0.2
0.1 1.7 0.6
-0.5 0.6 0.1
0.1 0.1 0.2
0.7 1.0 0.5

Here are the Löwdin charges for atoms 1 to 2, given in e: 0.4951, -0.0476



Entry 6:
Formula: C6H12N2
Source: the OMol25 dataset
Level of theory: ωB97M-V/def2-TZVPD

Calculated values
- Kohn-Sham gap: 10.37 eV
- Lowest unoccupied orbital energy: 0.92 eV
- E_tot: -345.2402 hartree
- SMILES string: [H]/N=C\C/C(=N\[H])C(C)C

Geometry (Å):
C (0.8604, 0.6308, 0.0235)
C (-1.4909, -0.5794, 0.7851)
C (1.9810, -0.4129, 0.0580)
C (0.6858, 1.2794, -1.3564)
C (-1.3687, -1.0352, -0.6915)
C (-0.3250, 0.2272, 1.2386)
N (-2.2740, -1.2764, -1.5111)
N (-0.0136, 0.5959, 2.3877)
H (1.2576, 1.4575, 0.6251)
H (-3.2359, -1.2856, -1.1472)
H (-0.6325, 0.3199, 3.1518)
H (-1.5198, -1.5059, 1.3706)
H (-2.4092, 0.0012, 0.9171)
H (-0.2508, -0.7125, -0.9582)
H (2.8956, -0.0011, -0.3747)
H (2.2019, -0.7062, 1.0839)
H (1.6966, -1.3028, -0.5038)
H (0.7522, 0.5356, -2.1483)
H (1.4739, 2.0084, -1.5192)
H (-0.2845, 1.7620, -1.4311)

Atoms 1-6, force components in eV/Å:
0.3 1.1 3.2
-0.7 -1.1 -0.6
-0.4 -0.1 0.0
-0.8 -0.8 0.2
2.4 2.9 1.3
1.7 0.3 -3.1

Here are the natural (NBO) charges for atoms 1 to 2, given in e: -0.3053, -0.6075